Arrangement one

DFT (ωB97M-V/def2-TZVPD) results for a 2-piece molecular cluster, C4H13N2 overall.

For the orbital gap (alpha / beta), the calculation gives 5.8498 / 7.4271 eV. The LUMO energy (alpha / beta) is -14.392 / -13.088 eV. Its spin multiplicity is 2. Its net charge is +2. As for the expectation value of S²: 1.750.

Each atom is followed by the atoms it is bonded to, with distances in Å.
Cartesian coordinates (Å):
1 N -1.806 2.414 -0.947  H7 1.037, H8 1.038, H14 1.040
2 C 0.151 -1.768 -1.577  C3 1.524, H9 1.100, H10 1.086, H11 1.089
3 C -0.563 -0.648 -0.830  C2 1.524, N4 1.407, H12 1.123, H13 1.104
4 N 0.214 0.106 0.070  C3 1.407, C5 1.508
5 C 0.696 -0.667 1.271  N4 1.508, C6 1.524, H15 1.097, H16 1.102
6 C 1.583 0.200 2.158  C5 1.524, H17 1.092, H18 1.088, H19 1.088
7 H -1.204 3.178 -1.306  N1 1.037
8 H -2.586 2.796 -0.380  N1 1.038
9 H 0.998 -1.238 -2.037  C2 1.100
10 H 0.483 -2.649 -1.037  C2 1.086
11 H -0.453 -2.055 -2.437  C2 1.089
12 H -0.827 0.037 -1.679  C3 1.123
13 H -1.556 -0.941 -0.447  C3 1.104
14 H -1.194 1.864 -0.311  N1 1.040
15 H -0.191 -1.062 1.782  C5 1.097
16 H 1.284 -1.519 0.896  C5 1.102
17 H 0.960 1.008 2.544  C6 1.092
18 H 2.377 0.617 1.541  C6 1.088
19 H 2.020 -0.340 2.996  C6 1.088



Arrangement two

DFT (ωB97M-V/def2-TZVPD) results for an isolated ion of composition C4H13N2 and charge +2.

For the orbital gap (alpha / beta), the calculation gives 13.3341 / 7.4300 eV. The LUMO energy (alpha / beta) is -7.661 / -13.600 eV. Its spin multiplicity is 2. Its net charge is +2. As for the expectation value of S²: 0.754.

Each atom is followed by the atoms it is bonded to, with distances in Å.
Cartesian coordinates (Å):
1 C -1.138 0.614 -0.776  C2 1.613, N6 1.618, H7 1.065, H8 1.116
2 C -0.235 -0.694 -1.052  C1 1.613, C3 1.542, H9 1.096, H10 1.091
3 C 0.690 -1.209 0.069  C2 1.542, C4 1.535, H11 1.097, H12 1.036
4 C 1.596 -0.171 0.745  C3 1.535, N5 1.453, H13 1.072, H14 1.099
5 N 1.617 0.983 -0.137  C4 1.453, H15 0.998, H16 1.009
6 N -1.989 0.277 0.558  C1 1.618, H17 1.056, H18 1.015, H19 0.979
7 H -0.538 1.452 -0.507  C1 1.065
8 H -1.966 1.017 -1.404  C1 1.116
9 H 0.374 -0.403 -1.916  C2 1.096
10 H -1.046 -1.322 -1.425  C2 1.091
11 H 0.040 -1.763 0.758  C3 1.097
12 H 1.386 -1.866 -0.328  C3 1.036
13 H 2.503 -0.566 1.157  C4 1.072
14 H 1.228 0.249 1.692  C4 1.099
15 H 2.549 1.188 -0.431  N5 0.998
16 H 1.447 1.777 0.462  N5 1.009
17 H -1.542 0.537 1.479  N6 1.056
18 H -2.075 -0.733 0.499  N6 1.015
19 H -2.900 0.633 0.556  N6 0.979



The structure with the least stability is arrangement one.